DFT (ωB97M-V/def2-TZVPD) results for a molecular structure, C5H10NO2 in a non-equilibrium geometry.

```
18
Properties=species:S:1:pos:R:3
C 1.53166 -0.40679 0.38363
N 0.58915 -0.84596 -0.59506
C 0.60025 -1.28889 1.33478
C -0.08821 1.27475 -1.60847
C -0.52221 -0.02163 -0.90237
C -1.44261 0.42395 0.34563
O -2.11844 -0.57561 0.90692
O 1.80193 0.82267 0.67003
H 2.48190 -0.98743 0.34332
H 0.83683 -0.97599 2.35806
H 1.02658 -2.29793 1.26564
H -0.49439 -1.46447 1.30475
H 0.74696 1.11292 -2.29147
H -0.97073 1.73871 -2.04180
H 0.33488 1.86796 -0.79207
H -1.25851 -0.58054 -1.48639
H -2.11677 1.07909 -0.23625
H -0.93829 1.12521 1.04113
```

Computed properties:
LUMO in hartree: 0.1148
Electronic energy in eV: -10928.0070
HOMO energy in eV: -3.37
M in g/mol: 116.1
F_max in eV/Å: 3.46
Energy above the lowest of the compared OMol25 structures with the same formula, charge and spin in kcal/mol: 144.3
Charge: -1



DFT (ωB97M-V/def2-TZVPD) results for 2 unconnected molecules or ions with the total composition C5H10NO3.

```
19
Properties=species:S:1:pos:R:3
C 0.70701 0.19430 -2.90911
C -0.73005 0.33278 -2.34582
O -1.06568 -0.52172 -1.48032
O -1.39245 1.28497 -2.77298
H 0.70759 0.69495 -3.88226
H 1.03881 -0.83846 -3.02431
H 1.35051 0.70165 -2.18911
C -0.04853 0.37438 2.33591
C -0.90345 0.90205 1.18035
C 0.66053 -0.93853 2.06139
O 1.33821 -1.46425 2.94760
N 0.58777 -1.49527 0.83285
H 0.73887 1.07264 2.59482
H -0.62703 0.29347 3.25248
H -0.35847 1.62108 0.57493
H -1.84466 1.36373 1.47404
H 1.02546 -2.41264 0.76335
H 0.03064 -1.23460 0.01566
H -1.21509 0.06946 0.57051
```

Computed properties:
LUMO in hartree: 0.1383
Electronic energy in eV: -12982.3982
HOMO energy in eV: -4.61
M in g/mol: 132.1
F_max in eV/Å: 0.91
Energy above the lowest of the compared OMol25 structures with the same formula, charge and spin in kcal/mol: 4.8
Charge: -1



DFT (ωB97M-V/def2-TZVPD) results for 2 unconnected molecules or ions with the total composition C5H10NO3 in a non-equilibrium geometry.

```
19
Properties=species:S:1:pos:R:3
O -5.61193 1.40317 3.29324
C -4.44894 1.01060 3.29762
N -3.96670 0.19985 2.31522
C -3.45117 1.38039 4.37467
C -4.81566 -0.23132 1.22182
H -2.99130 -0.10611 2.35425
H -2.58996 1.92092 3.94717
H -3.94602 2.03432 5.11232
H -3.07943 0.48156 4.89479
H -4.23044 -0.87608 0.54476
H -5.19007 0.63312 0.64811
H -5.67953 -0.80623 1.59573
O -1.36286 -1.81756 0.58245
O -0.82894 -0.73546 2.51144
C -0.58552 -1.46503 1.51144
C 0.87918 -1.96814 1.38824
H 1.45859 -1.22711 0.81225
H 1.34541 -2.08464 2.38105
H 0.92505 -2.93653 0.86221
```

Computed properties:
LUMO in hartree: 0.1385
Electronic energy in eV: -12982.4688
HOMO energy in eV: -4.58
M in g/mol: 132.1
F_max in eV/Å: 1.07
Energy above the lowest of the compared OMol25 structures with the same formula, charge and spin in kcal/mol: 3.2
Charge: -1